# 1
C24H12Co2F6O8S | ωB97M-V with the def2-TZVPD basis set

XYZ file:
```
53
Properties=species:S:1:pos:R:3:lowdin_charge:R:1
F -4.29749 -0.17274 -3.98825 0.108
C -3.90325 0.63961 -2.98647 -0.641
F -2.87180 1.39652 -3.41831 0.104
F -4.93079 1.44495 -2.63990 0.105
S -3.36369 -0.39740 -1.52346 0.703
C -2.88507 0.77662 -0.35331 -0.230
C -2.73257 0.45602 1.00184 -0.292
C -2.91541 -0.86216 1.52718 -0.044
C -2.65765 -1.12588 2.85969 -0.048
C -2.24350 -0.10235 3.71421 -0.189
C -1.94212 -0.42767 5.15028 -0.546
F -1.11739 0.48218 5.74455 0.092
F -3.07650 -0.47154 5.91777 0.086
F -1.33405 -1.64407 5.28691 0.091
C -2.13467 1.21215 3.26421 -0.050
C -2.36423 1.48842 1.92771 -0.045
O -4.55707 -1.10995 -1.12329 -0.334
O -2.21228 -1.13144 -2.01704 -0.337
H -2.68674 1.77764 -0.72051 0.075
H -3.26644 -1.67070 0.88610 0.092
H -2.77172 -2.13423 3.24654 0.109
H -1.85960 2.00724 3.95676 0.110
H -2.26016 2.50767 1.54451 0.105
O 2.87007 7.60579 -1.32747 0.053
C 2.97016 6.45740 -1.42724 -0.199
Co 3.12546 4.70521 -1.39789 0.017
C 4.42799 4.39235 -0.26985 -0.175
O 5.25680 4.09883 0.48584 0.068
C 1.73290 4.02955 -0.50786 -0.136
O 0.90785 3.51047 0.11385 0.101
C 3.81573 4.14233 -3.09584 -0.299
C 3.39126 2.78213 -2.84382 -0.318
C 3.83598 1.73210 -2.09269 -0.112
C 2.98637 0.71753 -1.51743 -0.237
C 3.49834 -0.08500 -0.46159 -0.064
C 2.72253 -1.09478 0.09547 -0.116
C 1.41728 -1.32173 -0.36939 -0.104
C 0.89625 -0.52917 -1.38940 -0.074
C 1.66065 0.48818 -1.95019 -0.027
Co 2.26364 3.71379 -3.83307 0.058
C 1.99782 5.35985 -4.32922 -0.167
O 1.80906 6.44694 -4.67051 0.115
C 0.55797 3.35811 -3.36209 -0.116
O -0.58842 3.27218 -3.21957 0.117
C 2.52189 2.95380 -5.40858 -0.108
O 2.66622 2.58830 -6.49605 0.104
H 4.76691 4.45906 -3.51149 0.067
H 4.89852 1.72236 -1.82244 0.103
H 4.50771 0.13533 -0.09934 0.098
H 3.12637 -1.68964 0.91479 0.086
H 0.79658 -2.09258 0.08419 0.092
H -0.11656 -0.69043 -1.75149 0.071
H 1.24561 1.11615 -2.74005 0.078
```

The HOMO-LUMO gap comes out at 0.224 Ha. For the max |F|, the calculation gives 0.0896 Eh/bohr. For the HOMO energy, the calculation gives -1.562 eV. As for the charge: -2.

# 2
C24H13BrF7NPS4SbV | ωB97M-V with the def2-TZVPD basis set

XYZ file:
```
53
Properties=species:S:1:pos:R:3:lowdin_charge:R:1
V -2.36545 -1.10437 -0.29268 -0.505
F -4.82010 4.28879 -0.62703 0.159
C -4.15726 3.18470 -0.96435 -0.609
F -4.99470 2.14811 -0.74375 0.124
F -3.92320 3.24151 -2.28461 0.139
C -2.87798 3.04345 -0.17242 -0.107
C -2.55764 3.96618 0.81297 0.029
C -1.39924 3.79933 1.55222 -0.010
C -0.59316 2.70878 1.26981 -0.094
N -0.88114 1.82402 0.31751 0.012
C -1.99312 1.98412 -0.38033 -0.592
S -2.37577 0.71017 -1.59813 0.726
H -3.22110 4.80145 0.99606 0.133
H -1.13237 4.49394 2.33455 0.118
H 0.32016 2.51950 1.82291 0.110
F 2.81408 -6.17859 -0.21450 0.172
C 2.25401 -4.98679 -0.23102 -0.121
C 3.03982 -3.84809 -0.33318 -0.120
F 4.35242 -3.95999 -0.41207 0.165
C 2.44099 -2.59542 -0.34730 -0.193
F 3.23529 -1.53473 -0.43789 0.133
C 1.06379 -2.43776 -0.26796 -0.300
P 0.27423 -0.79096 -0.16800 1.058
C 0.94475 0.04082 -1.63160 -0.381
C 0.91819 -0.69801 -2.81611 -0.098
C 1.32964 -0.12967 -4.00952 -0.056
C 1.77652 1.18399 -4.03064 -0.054
C 1.79569 1.92443 -2.85878 -0.050
C 1.37170 1.36375 -1.66407 -0.101
C 1.04052 -0.17838 1.35889 -0.363
C 2.16083 0.64892 1.34023 -0.101
C 2.73613 1.06282 2.53220 -0.060
C 2.21166 0.64440 3.74659 -0.060
C 1.11344 -0.20375 3.76798 -0.058
C 0.53019 -0.61285 2.57915 -0.108
C 0.30898 -3.59771 -0.17212 -0.497
Br -1.59300 -3.52295 -0.15142 0.941
C 0.87157 -4.86007 -0.15079 -0.246
F 0.11949 -5.94800 -0.06513 0.113
H 0.57277 -1.72645 -2.82260 0.112
H 1.30109 -0.71390 -4.91869 0.114
H 2.10678 1.62942 -4.95880 0.114
H 2.14003 2.94944 -2.87237 0.114
H 1.37238 1.96872 -0.77070 0.086
H 2.59978 0.96588 0.40625 0.094
H 3.60321 1.70891 2.50982 0.116
H 2.66461 0.96807 4.67360 0.113
H 0.71026 -0.55145 4.70943 0.114
H -0.31818 -1.28436 2.61787 0.072
S -4.74725 -3.86354 2.15901 -0.132
Sb -5.16648 -1.90871 1.32680 0.510
S -2.85879 -0.51420 1.60231 0.237
S -4.11905 -2.02290 -1.06763 0.088
```

The HOMO-LUMO gap comes out at 0.250 Ha. For the max |F|, the calculation gives 0.0156 Eh/bohr. For the HOMO energy, the calculation gives -11.768 eV. As for the charge: +1.

# 3
C24H14BrCl2MgN4O4S | ωB97M-V with the def2-TZVPD basis set

XYZ file:
```
51
Properties=species:S:1:pos:R:3:lowdin_charge:R:1
Mg 0.00375 0.56266 0.61441 0.341
O 2.47946 -0.89083 3.26536 0.095
C 1.57880 -0.25660 2.75219 -0.448
N 1.61876 0.62852 1.74297 0.067
C 2.75892 1.03551 1.16730 -0.437
O 3.91049 0.89978 1.54214 0.083
C 2.44999 1.87348 -0.04872 -0.161
C 3.43799 2.69554 -0.58373 0.012
C 3.10914 3.54560 -1.62263 -0.056
C 1.80950 3.53090 -2.09856 -0.094
C 0.90386 2.65100 -1.52906 -0.181
N 1.21305 1.85095 -0.52569 0.061
C 0.17456 -0.35774 3.29004 -0.166
C 0.00160 -0.72184 4.62422 0.011
C -1.26924 -0.67363 5.16445 -0.061
C -2.32372 -0.30862 4.34003 -0.054
C -2.06036 -0.01230 3.01063 -0.123
N -0.83709 -0.01893 2.50477 0.060
H 4.43135 2.65490 -0.16464 0.115
H 3.84290 4.21270 -2.05026 0.103
H 1.50581 4.17686 -2.90521 0.098
H -0.11499 2.60111 -1.88629 0.085
H 0.86955 -1.00514 5.19866 0.116
H -1.44477 -0.90335 6.20618 0.102
H -3.32627 -0.23663 4.73683 0.100
H -2.85962 0.27295 2.33707 0.099
Cl -1.59731 0.27621 -1.42866 0.849
C -2.95673 1.33612 -1.42288 -0.633
C -3.93124 1.16143 -2.38485 -0.131
C -5.05849 1.96435 -2.39409 -0.114
C -5.18148 2.96629 -1.44182 -0.141
C -4.19388 3.13844 -0.49627 -0.708
Cl -4.37472 4.40193 0.66262 0.633
C -3.03648 2.32972 -0.42679 -0.757
S -1.83637 2.56701 0.77096 0.584
H -3.80373 0.39573 -3.13575 0.097
H -5.82924 1.80609 -3.13373 0.092
H -6.04267 3.61875 -1.44816 0.094
Br 1.12686 1.30494 -4.63462 0.763
C 0.75501 -0.43713 -3.96406 -0.743
C 0.32855 -1.40133 -4.85801 -0.124
C 0.09189 -2.66350 -4.33740 -0.063
C 0.29006 -2.87992 -2.98688 -0.004
C 0.69335 -1.81803 -2.17739 -0.194
N 0.92786 -0.61102 -2.67858 0.074
C 0.82925 -2.06157 -0.66208 -0.603
O 1.31718 -3.13078 -0.33679 0.057
O 0.35975 -1.16181 0.07959 -0.107
H 0.17217 -1.17266 -5.90059 0.091
H -0.24958 -3.45563 -4.98721 0.104
H 0.14724 -3.85076 -2.54356 0.115
```

The HOMO-LUMO gap comes out at 0.260 Ha. For the max |F|, the calculation gives 0.0401 Eh/bohr. For the HOMO energy, the calculation gives -4.708 eV. As for the charge: -1.

# 4
C24H14Cl3N2O2 | ωB97M-V with the def2-TZVPD basis set

XYZ file:
```
45
Properties=species:S:1:pos:R:3:lowdin_charge:R:1
C -0.67197 -5.00412 1.55968 -0.137
C -1.43991 -4.78283 0.43281 -0.108
C -1.74446 -3.50110 0.05077 -0.057
C -1.28867 -2.39548 0.78427 -0.207
C -1.67052 -1.04364 0.42786 -0.186
C -2.90358 -0.74047 -0.29998 -0.378
O -3.02163 0.28589 -0.95575 0.028
C -4.05526 -1.67594 -0.21861 -0.171
C -4.32956 -2.39064 0.94346 -0.039
C -5.35444 -3.30758 0.98121 -0.087
C -6.13890 -3.50544 -0.13759 -0.110
C -5.91482 -2.76253 -1.28011 -0.098
C -4.88590 -1.84739 -1.31637 -0.031
C -0.91288 -0.00188 0.83959 -0.258
N -0.24020 0.87864 1.24381 0.066
C -0.46402 -2.64656 1.89001 -0.045
C -0.17987 -3.93128 2.28129 -0.116
H -0.46498 -6.01152 1.87920 0.080
H -1.82024 -5.61285 -0.14079 0.093
H -2.35163 -3.32783 -0.81936 0.110
H -3.71638 -2.22773 1.81223 0.122
H -5.52920 -3.87743 1.88043 0.097
H -6.92346 -4.24326 -0.11640 0.089
H -6.53878 -2.90639 -2.14728 0.092
H -4.71533 -1.24194 -2.18899 0.112
H -0.08331 -1.80950 2.44695 0.098
H 0.40510 -4.10304 3.16899 0.089
Cl 1.14864 2.22593 3.33440 0.744
C 2.11017 3.07651 4.52524 -1.160
Cl 3.75023 3.22315 3.94086 0.723
C 1.57037 4.46683 4.64470 -0.435
O 1.01486 4.98388 3.70650 0.109
C 1.74905 5.18052 5.92311 -0.150
C 2.12076 4.44148 7.05937 -0.162
C 2.33968 5.13186 8.23291 -0.035
C 2.17341 6.49297 8.22767 -0.053
C 1.78318 7.12086 7.06984 -0.132
N 1.57334 6.50023 5.92399 0.159
C 2.22661 2.98757 6.98222 -0.606
Cl 2.55293 2.08114 8.41175 0.721
C 2.13426 2.33830 5.81182 -0.179
H 2.63908 4.60499 9.12228 0.086
H 2.33358 7.05911 9.12877 0.104
H 1.63228 8.19075 7.06429 0.107
H 2.17091 1.26053 5.79599 0.109
```

The HOMO-LUMO gap comes out at 0.159 Ha. For the max |F|, the calculation gives 0.0809 Eh/bohr. For the HOMO energy, the calculation gives -3.374 eV. As for the charge: -1.